Computed, not measured: a structure of composition C13H29N2O14V at a distorted geometry, with ωB97M-V with the def2-TZVPD basis set.

```
! RIJCOSX wB97M-V def2-TZVPD def2/J DEFGRID3
* xyz -2 1
O 2.23 -1.74 -0.99
V 1.60 -0.57 -1.85
O 0.08 -0.92 -2.18
O 3.07 0.47 -7.32
C 2.70 0.43 -6.07
O 2.99 -0.53 -5.32
O 2.06 1.41 -5.63
H 3.56 -0.34 -7.15
O -0.32 1.81 1.01
C -0.31 2.93 0.32
O -1.09 3.81 0.68
O 0.29 2.90 -0.75
H -0.85 2.09 1.76
O 6.76 2.42 0.06
C 5.59 2.75 -0.55
O 5.50 3.92 -0.97
O 4.86 1.86 -1.01
H 6.68 1.49 -0.18
C 0.95 2.21 5.80
O 0.27 1.01 5.50
C 0.36 -0.01 6.54
C 1.76 -0.64 6.58
N 2.06 -1.23 5.25
C 3.51 -1.33 4.83
C 4.38 -2.35 5.71
O 4.72 -1.84 6.99
C 5.05 -2.83 7.97
H 2.03 2.12 5.76
H 0.64 2.43 6.82
H 0.61 3.01 5.14
H -0.32 -0.84 6.34
H 0.14 0.39 7.53
H 1.85 -1.47 7.28
H 2.52 0.13 6.74
H 1.58 -0.68 4.55
H 4.06 -0.39 4.89
H 3.39 -1.72 3.82
H 5.24 -2.48 5.05
H 3.84 -3.29 5.68
H 5.99 -3.34 7.77
H 4.22 -3.51 8.12
H 5.23 -2.43 8.97
C -4.63 -0.57 -5.58
C -6.03 -0.57 -6.19
C -6.23 0.38 -7.40
O -7.55 0.28 -8.02
C -8.70 0.50 -7.17
N -6.16 -1.96 -6.60
H -4.26 0.40 -5.27
H -3.94 -1.08 -6.25
H -4.69 -1.21 -4.70
H -6.77 -0.33 -5.43
H -5.44 0.24 -8.13
H -5.96 1.41 -7.20
H -9.61 0.63 -7.75
H -8.62 1.45 -6.64
H -8.69 -0.45 -6.62
H -5.36 -2.19 -7.17
H -6.83 -2.00 -7.35
*
```

Output
- energy relative to the best compared isomer or geometry (same formula, charge and spin) (kJ/mol) = 965.79
- electronic energy (eV) = -71278.580
- Kohn-Sham gap (eV) = 2.995

Mulliken population analysis, charges in e, atoms 1 to 6:
1 O -0.635
2 V 1.949
3 O -0.548
4 O -0.455
5 C 0.743
6 O -0.752

Computed, not measured: a cluster of 4 separate species, C13H29N3O4 in total at a distorted geometry, with ωB97M-V with the def2-TZVPD basis set.

```
! RIJCOSX wB97M-V def2-TZVPD def2/J DEFGRID3
* xyz 0 1
C 1.62 -4.78 23.69
C 2.67 -4.60 24.79
C 3.76 -3.72 24.19
O 3.51 -3.66 22.79
C 2.13 -3.86 22.58
H 0.65 -4.55 24.13
H 1.56 -5.80 23.31
H 3.06 -5.50 25.25
H 2.31 -4.06 25.67
H 4.75 -4.14 24.37
H 3.84 -2.70 24.60
H 1.91 -4.33 21.62
H 1.57 -2.92 22.58
C 5.27 -8.39 28.44
C 5.46 -8.67 26.96
O 5.32 -9.81 26.51
N 5.82 -7.64 26.16
C 6.01 -6.25 26.53
H 6.21 -7.90 28.72
H 5.14 -9.30 29.01
H 4.38 -7.79 28.63
H 6.05 -7.94 25.22
H 5.26 -5.89 27.23
H 5.80 -5.73 25.59
H 7.03 -6.00 26.83
C -2.99 -9.45 29.54
C -1.71 -10.02 30.13
O -1.68 -11.11 30.69
N -0.64 -9.21 30.11
C 0.63 -9.57 30.71
H -3.28 -10.05 28.69
H -2.78 -8.43 29.20
H -3.78 -9.31 30.27
H -0.67 -8.51 29.38
H 0.68 -10.64 30.93
H 0.76 -9.06 31.67
H 1.41 -9.28 30.01
C 0.74 -8.24 25.36
C 0.55 -7.57 26.71
O -0.46 -7.74 27.37
N 1.64 -6.89 27.18
C 1.71 -6.08 28.37
H 1.82 -8.42 25.26
H 0.43 -7.63 24.51
H 0.26 -9.21 25.31
H 2.51 -7.18 26.76
H 2.56 -6.36 28.99
H 0.80 -6.12 28.97
H 1.71 -5.02 28.10
*
```

Output
- energy relative to the best compared isomer or geometry (same formula, charge and spin) (kJ/mol) = 0.00
- electronic energy (eV) = -26611.820
- Kohn-Sham gap (eV) = 9.385
- SMILES string = CNC(C)=O.CNC(C)=O.CNC(C)=O.C1CCOC1

natural (NBO) population analysis, charges in e, atoms 1 to 6:
1 C -0.439
2 C -0.436
3 C -0.068
4 O -0.519
5 C -0.069
6 H 0.222

Computed, not measured: a cluster of 2 separate species, C13H29NOS3 in total at a distorted geometry, with ωB97M-V with the def2-TZVPD basis set.

```
! RIJCOSX wB97M-V def2-TZVPD def2/J DEFGRID3
* xyz 0 1
C -2.47 1.83 3.53
C -3.01 1.21 2.11
C -2.61 2.28 0.92
C -2.47 1.59 -0.58
N -1.06 1.19 -0.96
C -0.12 2.37 -1.06
C 0.90 2.34 -2.34
C 1.72 0.93 -2.55
C 2.91 0.68 -1.45
S 4.34 -0.14 -2.41
C 5.99 0.56 -1.81
C -0.52 0.05 -0.14
S 0.24 0.13 1.38
S -0.73 -1.71 -0.86
C -1.82 -2.70 0.36
C -0.96 -3.26 1.66
C 0.60 -3.63 1.24
H -2.13 1.00 4.32
H -1.56 2.56 3.43
H -3.38 2.46 3.98
H -4.20 1.20 2.14
H -2.62 0.13 1.91
H -1.62 2.82 1.26
H -3.44 3.13 0.79
H -2.97 2.26 -1.39
H -3.11 0.59 -0.54
H -0.81 3.33 -1.21
H 0.52 2.59 -0.11
H 0.39 2.69 -3.37
H 1.73 3.17 -2.12
H 2.23 0.99 -3.62
H 0.98 0.02 -2.57
H 2.55 -0.05 -0.60
H 3.29 1.69 -0.98
H 4.38 -1.52 -2.13
H 6.14 0.48 -0.65
H 6.91 0.09 -2.37
H 5.99 1.72 -2.07
H -2.79 -2.11 0.68
H -2.18 -3.67 -0.23
H -1.41 -4.24 2.13
H -0.94 -2.39 2.45
H 0.58 -4.27 0.24
H 1.01 -4.32 2.13
H 1.27 -2.67 1.14
O -2.56 -5.82 0.48
H -3.19 -5.57 -0.17
*
```

Output
- electronic energy (eV) = -49982.272
- Kohn-Sham gap (eV) = 2.910

natural (NBO) population analysis, charges in e, atoms 1 to 6:
1 C -0.639
2 C -0.425
3 C -0.444
4 C -0.222
5 N -0.574
6 C -0.239

Computed, not measured: a structure of composition C13H30Br6O13S4 at a distorted geometry, with ωB97M-V with the def2-TZVPD basis set.

```
! RIJCOSX wB97M-V def2-TZVPD def2/J DEFGRID3
* xyz 0 1
O -1.01 -5.10 4.91
S -0.02 -4.06 4.72
O 0.93 -3.74 5.78
O 0.90 -4.51 3.43
C 2.03 -3.69 3.16
C 2.89 -4.48 2.20
C -0.78 -2.53 3.96
H 2.53 -3.28 4.03
H 1.79 -2.76 2.65
H 2.37 -5.00 1.40
H 3.50 -5.24 2.69
H 3.59 -3.86 1.64
H -0.75 -1.78 4.75
H -1.82 -2.78 3.74
H -0.20 -2.40 3.04
O 1.39 4.25 -2.49
S 0.37 4.79 -3.34
O -0.99 5.12 -2.88
O 0.98 6.09 -4.11
C 0.11 7.12 -4.63
C 0.36 8.42 -3.94
C 0.17 3.51 -4.72
H -0.93 6.91 -4.43
H 0.26 7.17 -5.71
H -0.49 9.04 -4.21
H 1.37 8.79 -4.11
H 0.29 8.42 -2.85
H -0.23 2.61 -4.25
H 1.15 3.31 -5.14
H -0.45 3.97 -5.49
O -1.98 -3.95 1.70
S -1.57 -4.76 0.58
O -0.44 -5.66 0.71
O -2.87 -5.73 0.20
C -4.09 -5.15 -0.22
C -5.28 -5.89 0.33
C -1.39 -3.69 -0.86
H -3.90 -5.13 -1.30
H -4.07 -4.07 -0.12
H -5.53 -5.38 1.26
H -5.03 -6.93 0.58
H -6.09 -5.90 -0.40
H -2.23 -3.00 -0.76
H -1.52 -4.32 -1.74
H -0.36 -3.34 -0.94
C -2.46 3.80 2.80
Br -3.08 3.14 1.07
Br -0.94 5.07 2.63
Br -1.87 2.31 4.09
H -3.29 4.41 3.15
C 5.27 1.47 -1.01
Br 6.66 2.75 -0.43
Br 5.20 0.16 0.41
Br 5.83 0.60 -2.70
H 4.28 1.91 -1.07
C 0.19 1.92 0.14
C 1.53 1.97 -0.59
O 2.09 0.70 -0.33
S 1.37 -0.19 0.94
O 2.41 -0.35 2.00
O 0.53 -1.24 0.37
O 0.49 1.13 1.33
H -0.60 1.38 -0.39
H -0.16 2.90 0.47
H 2.08 2.73 -0.03
H 1.46 2.05 -1.67
*
```

Output
- electronic energy (eV) = -504175.150
- Kohn-Sham gap (eV) = 9.200

natural (NBO) population analysis, charges in e, atoms 1 to 6:
1 O -0.900
2 S 2.312
3 O -0.934
4 O -0.700
5 C -0.097
6 C -0.630

Computed, not measured: a structure of composition C13H30Cl2N3OPPr at a distorted geometry, with ωB97M-V with the def2-TZVPD basis set.

```
! RIJCOSX wB97M-V def2-TZVPD def2/J DEFGRID3
* xyz -1 3
Pr -0.15 -0.16 -0.09
Cl -2.42 0.82 0.54
Cl 1.46 -0.58 -2.07
C -1.61 1.43 -2.56
H -1.24 0.53 -3.06
H -2.66 1.69 -2.69
C 1.23 1.06 1.24
C -0.79 2.20 -1.81
H 1.61 0.54 2.11
C -1.21 3.45 -1.10
H 0.28 1.93 -1.71
C -0.05 4.13 -0.35
H -1.66 4.16 -1.81
H -2.00 3.18 -0.37
C 0.34 3.40 0.95
H 0.81 4.20 -1.02
H -0.36 5.15 -0.09
C 1.52 2.38 0.77
H 0.70 4.14 1.68
H -0.54 2.91 1.39
H 1.88 2.39 -0.26
H 2.33 2.63 1.45
C 0.05 -3.60 -2.11
N 0.98 -3.69 -0.91
C 1.91 -4.83 -1.10
P 0.34 -3.51 0.64
O -0.53 -2.26 0.68
N -0.74 -4.74 1.15
C -1.80 -4.30 2.12
C -1.46 -5.47 0.06
N 1.61 -3.24 1.74
C 2.69 -2.31 1.26
C 1.20 -2.80 3.13
H 0.59 -3.42 -3.05
H -0.66 -2.77 -1.97
H -0.50 -4.54 -2.23
H 2.65 -4.83 -0.31
H 1.34 -5.77 -1.06
H 2.44 -4.80 -2.07
H -2.50 -3.61 1.61
H -2.38 -5.15 2.50
H -1.36 -3.79 2.98
H -2.05 -4.75 -0.53
H -0.75 -6.01 -0.58
H -2.16 -6.23 0.46
H 2.23 -1.32 1.01
H 3.47 -2.14 2.01
H 3.15 -2.72 0.36
H 0.58 -1.89 3.05
H 0.65 -3.61 3.62
H 2.07 -2.56 3.77
*
```

Output
- energy relative to the best compared isomer or geometry (same formula, charge and spin) (kJ/mol) = 159.85
- electronic energy (eV) = -68889.009
- Kohn-Sham gap (alpha / beta) (eV) = 3.485 / 3.511

Mulliken population analysis, charges in e, atoms 1 to 6:
1 Pr -0.135
2 Cl -0.549
3 Cl -0.550
4 C -0.826
5 H 0.321
6 H 0.202